Version w
A cluster of 2 separate species, C2H6N3 in total, computed with wB97M-V/def2-TZVPD.

Cartesian coordinates (Å):
C  1.04  -0.60  -0.10
C  1.38  0.74  0.07
N  -3.56  0.46  -0.06
N  -2.56  -0.15  0.04
N  -1.56  -0.57  0.38
H  -4.49  0.13  0.17
H  1.14  -1.04  -1.08
H  1.56  -1.38  0.62
H  1.62  1.11  1.07
H  1.28  1.53  -0.67
H  -0.16  -0.54  -0.06

The value obtained for the gap between HOMO and LUMO is 8.36 eV. Its HOMO energy is -0.549 Eh. The net charge is +1. The multiplicity is 1.

Per-atom Mulliken charges, elementary charge units: number 1, C, carries -0.4043; number 2, C, carries -0.0946; number 3, N, carries -0.6179; number 4, N, carries 0.9599; number 5, N, carries -0.5398; number 6, H, carries 0.3344; number 7, H, carries 0.3463; number 8, H, carries 0.3150; number 9, H, carries 0.2751; number 10, H, carries 0.3028; number 11, H, carries 0.1230


Version x
The ion C2H6N3 with charge +1, computed with wB97M-V/def2-TZVPD.

Cartesian coordinates (Å):
C  1.06  0.22  -0.02
C  -1.25  -0.23  0.87
N  -0.23  -0.32  -0.20
N  -0.32  -1.21  -1.06
N  1.80  1.09  -0.51
H  -1.64  0.81  1.00
H  -1.90  -1.02  0.54
H  -0.81  -0.52  1.87
H  -1.17  -1.85  -0.95
H  2.84  1.22  -0.43
H  1.62  1.82  -1.12

The value obtained for the gap between HOMO and LUMO is 8.94 eV. Its HOMO energy is -0.518 Eh. The net charge is +1. The multiplicity is 1.

Per-atom Mulliken charges, elementary charge units: number 1, C, carries 0.1181; number 2, C, carries -0.5583; number 3, N, carries 0.5876; number 4, N, carries -0.6559; number 5, N, carries -0.2191; number 6, H, carries 0.2801; number 7, H, carries 0.2310; number 8, H, carries 0.3429; number 9, H, carries 0.3082; number 10, H, carries 0.3169; number 11, H, carries 0.2486


We find version x to be the most stable, with the next structure 19.0 kcal/mol higher.


Version w
An isolated molecule of C30H31F3N2O3, computed with wB97M-V/def2-TZVPD.

Cartesian coordinates (Å):
F  -2.90  3.76  -4.59
C  -1.60  4.23  -4.48
F  -0.93  3.70  -5.56
F  -1.72  5.58  -4.74
C  -0.96  3.88  -3.12
C  0.41  3.66  -3.02
C  0.94  3.12  -1.83
C  0.18  2.85  -0.68
O  0.68  2.40  0.51
C  -1.21  3.20  -0.82
C  -1.76  3.73  -1.99
H  1.06  3.92  -3.86
H  1.99  2.85  -1.81
H  -1.91  3.11  0.00
H  -2.79  4.09  -2.09
C  4.85  2.06  6.67
O  4.67  2.92  5.55
C  3.94  2.54  4.49
C  3.64  3.50  3.49
C  2.86  3.17  2.39
C  2.34  1.88  2.24
C  1.81  1.44  0.83
C  1.07  0.15  0.95
C  0.38  -0.35  -0.09
N  -0.10  -1.64  -0.14
C  -0.85  -2.10  -1.26
C  -2.09  -1.20  -1.45
C  -2.87  -1.64  -2.66
C  -4.21  -2.02  -2.51
C  -4.88  -2.59  -3.59
C  -4.24  -2.72  -4.83
C  -2.93  -2.24  -5.00
C  -2.25  -1.67  -3.92
C  -1.17  -3.54  -0.93
O  -1.71  -4.36  -1.67
N  -0.66  -3.76  0.33
C  -0.84  -5.05  0.95
C  0.01  -2.63  0.97
C  1.46  -2.99  1.32
C  -0.75  -2.26  2.25
C  2.52  0.99  3.33
C  3.34  1.28  4.40
H  5.42  2.58  7.43
H  3.89  1.79  7.09
H  5.39  1.16  6.41
H  4.12  4.48  3.59
H  2.64  3.94  1.64
H  2.63  1.34  0.01
H  1.09  -0.30  1.93
H  0.17  0.24  -0.98
H  -0.22  -2.03  -2.15
H  -2.73  -1.22  -0.54
H  -1.76  -0.15  -1.59
H  -4.69  -1.92  -1.53
H  -5.90  -2.97  -3.46
H  -4.77  -3.19  -5.67
H  -2.44  -2.33  -5.97
H  -1.23  -1.31  -4.04
H  -1.46  -5.71  0.33
H  0.13  -5.54  1.11
H  -1.31  -4.95  1.93
H  1.93  -3.48  0.45
H  2.01  -2.08  1.55
H  1.51  -3.67  2.19
H  -1.82  -2.16  2.05
H  -0.62  -3.03  3.01
H  -0.40  -1.32  2.68
H  2.07  -0.01  3.34
H  3.56  0.56  5.17

The value obtained for the gap between HOMO and LUMO is 8.27 eV. Its SMILES is COc1ccc([C@@H](/C=C/N2[C@H](Cc3ccccc3)C(=O)N(C)C2(C)C)Oc2ccc(C(F)(F)F)cc2)cc1. Its HOMO energy is -0.287 Eh. The net charge is 0. The multiplicity is 1.

Per-atom Mulliken charges, elementary charge units: number 1, F, carries -0.2652; number 2, C, carries 0.6828; number 3, F, carries -0.2669; number 4, F, carries -0.2542; number 5, C, carries 0.3174; number 6, C, carries -0.9491; number 7, C, carries 0.2515; number 8, C, carries 0.0819; number 9, O, carries -0.3636; number 10, C, carries -0.4159; number 11, C, carries -0.6708; number 12, H, carries 0.3657; number 13, H, carries 0.3530; number 14, H, carries 0.4260; number 15, H, carries 0.3568; number 16, C, carries -0.8508; number 17, O, carries -0.4572; number 18, C, carries 0.8501; number 19, C, carries -0.8716; number 20, C, carries -0.5119; number 21, C, carries 0.0065; number 22, C, carries 0.9789; number 23, C, carries -0.2430; number 24, C, carries -0.3742; number 25, N, carries 0.3220; number 26, C, carries -0.0116; number 27, C, carries -0.2134; number 28, C, carries 0.4762; number 29, C, carries -0.3851; number 30, C, carries -0.5706; number 31, C, carries -0.4143; number 32, C, carries -0.7130; number 33, C, carries -0.2817; number 34, C, carries 0.0833; number 35, O, carries -0.7274; number 36, N, carries 0.3443; number 37, C, carries -0.9966; number 38, C, carries 0.3227; number 39, C, carries -1.5945; number 40, C, carries -1.6410; number 41, C, carries -0.6075; number 42, C, carries -0.4835; number 43, H, carries 0.2405; number 44, H, carries 0.3670; number 45, H, carries 0.3364; number 46, H, carries 0.3852; number 47, H, carries 0.3903; number 48, H, carries 0.3219; number 49, H, carries -0.5939; number 50, H, carries 0.7441; number 51, H, carries 0.3851; number 52, H, carries 0.2355; number 53, H, carries 0.2895; number 54, H, carries 0.3254; number 55, H, carries 0.3617; number 56, H, carries 0.3478; number 57, H, carries 0.3622; number 58, H, carries 0.3551; number 59, H, carries 0.3548; number 60, H, carries 0.2989; number 61, H, carries 0.3257; number 62, H, carries 0.4140; number 63, H, carries 0.3300; number 64, H, carries 0.4347; number 65, H, carries 0.3558; number 66, H, carries 0.4994; number 67, H, carries 0.3261; number 68, H, carries 0.2931; number 69, H, carries 0.4291


Version x
An isolated molecule of C30H31F3N2O3, computed with wB97M-V/def2-TZVPD.

Cartesian coordinates (Å):
C  -5.47  5.55  -0.92
C  -4.10  5.00  -1.14
C  -3.72  3.80  -0.56
C  -2.44  3.29  -0.74
C  -1.52  3.98  -1.52
C  -1.90  5.18  -2.10
C  -3.17  5.69  -1.91
H  -3.45  6.62  -2.37
H  -1.19  5.72  -2.71
H  -0.53  3.58  -1.68
C  -2.11  1.95  -0.15
O  -2.45  0.91  -0.69
N  -1.46  1.97  1.04
C  -0.88  3.15  1.63
H  -0.99  3.07  2.71
H  -1.46  4.01  1.29
C  0.61  3.36  1.25
C  1.12  2.39  0.18
O  1.60  2.82  -0.86
N  1.04  1.08  0.46
C  0.46  0.61  1.70
H  0.76  -0.43  1.86
C  -1.07  0.71  1.64
H  -1.49  0.62  2.65
H  -1.48  -0.08  1.01
H  0.85  1.20  2.53
C  1.42  0.09  -0.55
C  2.95  0.06  -0.70
H  3.31  1.08  -0.78
O  3.62  -0.51  0.41
C  3.85  -1.90  0.33
C  2.61  -2.73  0.58
C  2.02  -2.71  1.83
C  0.85  -3.43  2.06
C  0.27  -4.18  1.05
C  0.87  -4.21  -0.19
C  2.02  -3.49  -0.43
H  2.47  -3.51  -1.42
H  0.43  -4.80  -0.98
H  -0.64  -4.73  1.25
C  0.22  -3.34  3.42
F  -0.75  -4.24  3.62
F  -0.34  -2.13  3.64
F  1.11  -3.51  4.42
H  2.47  -2.13  2.63
H  4.59  -2.11  1.10
H  4.27  -2.16  -0.65
H  3.21  -0.49  -1.61
H  1.08  -0.88  -0.17
C  0.73  0.32  -1.91
C  0.66  -0.97  -2.67
C  1.62  -1.31  -3.61
C  1.55  -2.53  -4.28
C  0.52  -3.41  -4.01
C  -0.46  -3.06  -3.09
C  -0.39  -1.85  -2.42
H  -1.15  -1.58  -1.72
H  -1.28  -3.73  -2.90
H  0.46  -4.35  -4.54
H  2.31  -2.78  -5.01
H  2.42  -0.62  -3.84
H  -0.28  0.68  -1.72
H  1.27  1.08  -2.47
H  0.75  4.36  0.84
H  1.25  3.26  2.12
H  -4.43  3.24  0.04
H  -5.52  6.07  0.04
H  -5.74  6.25  -1.70
H  -6.21  4.75  -0.90

The value obtained for the gap between HOMO and LUMO is 9.57 eV. Its SMILES is Cc1cccc(C(=O)N2CCC(=O)N([C@H](COCc3cccc(C(F)(F)F)c3)Cc3ccccc3)CC2)c1. Its HOMO energy is -0.326 Eh. The net charge is 0. The multiplicity is 1.

Per-atom Mulliken charges, elementary charge units: number 1, C, carries -1.4780; number 2, C, carries 0.6906; number 3, C, carries -0.1773; number 4, C, carries -0.3273; number 5, C, carries -0.0195; number 6, C, carries -1.0137; number 7, C, carries -0.5649; number 8, H, carries 0.3868; number 9, H, carries 0.4373; number 10, H, carries 0.4599; number 11, C, carries 0.6490; number 12, O, carries -0.6514; number 13, N, carries 0.2089; number 14, C, carries -0.7949; number 15, H, carries 0.4738; number 16, H, carries 0.3573; number 17, C, carries -0.8892; number 18, C, carries 0.6426; number 19, O, carries -0.6548; number 20, N, carries 0.5213; number 21, C, carries -0.0625; number 22, H, carries -0.4731; number 23, C, carries -1.1445; number 24, H, carries 0.4055; number 25, H, carries 0.4261; number 26, H, carries 0.5071; number 27, C, carries 0.8371; number 28, C, carries -0.7310; number 29, H, carries 0.4149; number 30, O, carries -0.3488; number 31, C, carries -1.2871; number 32, C, carries 0.8777; number 33, C, carries -0.5946; number 34, C, carries 0.5781; number 35, C, carries -0.8245; number 36, C, carries -0.6309; number 37, C, carries -0.3946; number 38, H, carries 0.3075; number 39, H, carries 0.5423; number 40, H, carries 0.5028; number 41, C, carries 0.8351; number 42, F, carries -0.2919; number 43, F, carries -0.2116; number 44, F, carries -0.2931; number 45, H, carries 0.3322; number 46, H, carries 0.4005; number 47, H, carries 0.3793; number 48, H, carries 0.4140; number 49, H, carries -0.7966; number 50, C, carries -0.3681; number 51, C, carries -0.3796; number 52, C, carries 0.0021; number 53, C, carries -0.9377; number 54, C, carries -0.3987; number 55, C, carries -0.9743; number 56, C, carries -0.0081; number 57, H, carries 0.5148; number 58, H, carries 0.4674; number 59, H, carries 0.4044; number 60, H, carries 0.4004; number 61, H, carries 0.4848; number 62, H, carries -0.0771; number 63, H, carries 0.5842; number 64, H, carries 0.4164; number 65, H, carries 0.4091; number 66, H, carries 0.4786; number 67, H, carries 0.2867; number 68, H, carries 0.3876; number 69, H, carries 0.3749


We find version x to be the most stable, with the next structure 78.4 kcal/mol higher.


Version w
A structure of composition C2H2F3N2, computed with wB97M-V/def2-TZVPD.

Cartesian coordinates (Å):
C  0.38  0.77  -0.31
C  2.27  0.84  -1.09
N  -0.32  -0.90  1.19
N  -0.04  -0.13  0.37
F  2.88  1.64  -0.29
F  2.69  -0.38  -1.04
F  2.09  1.30  -2.28
H  -0.10  1.66  -0.68
H  -0.82  -1.78  1.01

The value obtained for the gap between HOMO and LUMO is 9.94 eV. Its HOMO energy is -0.612 Eh. The net charge is +1. The multiplicity is 1.

Per-atom Mulliken charges, elementary charge units: number 1, C, carries -0.2151; number 2, C, carries 0.7930; number 3, N, carries -0.5452; number 4, N, carries 0.6015; number 5, F, carries -0.1162; number 6, F, carries -0.1284; number 7, F, carries -0.1257; number 8, H, carries 0.3926; number 9, H, carries 0.3435


Version x
A cluster of 2 separate species, C2H2F3N2 in total, computed with wB97M-V/def2-TZVPD.

Cartesian coordinates (Å):
C  -0.61  0.59  -0.73
C  -3.85  0.18  0.04
N  1.16  -0.24  0.50
N  0.36  0.05  -0.34
F  -5.01  -0.24  0.37
F  -3.70  0.80  -1.07
F  -3.04  0.28  0.94
H  -1.47  0.79  -1.39
H  2.03  -0.73  0.13

The value obtained for the gap between HOMO and LUMO (spin up / spin down) is 3.89 / 3.86 eV. Its HOMO energy (spin up / spin down) is -0.450 / -0.450 Eh. The net charge is +1. The multiplicity is 1.

Per-atom Mulliken charges, elementary charge units: number 1, C, carries -0.4810; number 2, C, carries 0.8066; number 3, N, carries -0.7723; number 4, N, carries 0.5068; number 5, F, carries 0.0165; number 6, F, carries 0.0285; number 7, F, carries 0.0617; number 8, H, carries 0.5501; number 9, H, carries 0.2831


We find version w to be the most stable, with the next structure 70.5 kcal/mol higher.